Below is a 2-piece molecular cluster, C4H8N2 overall at a distorted geometry, with properties calculated with ωB97M-V/def2-TZVPD.

Results
Energy above the lowest of the compared OMol25 structures with the same formula, charge and spin, kJ/mol: 421.35
HOMO energy, eV: -9.23
2S+1: 1
Gap between HOMO and LUMO, eV: 10.10
SMILES: CC1=NN1.C=C

The geometry in XYZ format:
```
14
C4H8N2, DFT ωB97M-V/def2-TZVPD
C 1.888 -0.635 -0.002
C 1.252 0.460 -0.784
C -2.032 0.668 -0.380
C -1.859 0.366 0.902
N 1.464 -1.566 0.930
N 2.937 -1.076 0.570
H 0.595 0.074 -1.523
H 1.909 1.119 -1.287
H 0.589 0.995 -0.040
H -3.104 0.572 -0.822
H -1.197 0.985 -1.063
H 1.162 -2.378 0.443
H -0.949 0.474 1.559
H -2.656 -0.058 1.495
```

=====

Below is C18H43N as an isolated structure at a distorted geometry, with properties calculated with ωB97M-V/def2-TZVPD.

Results
Energy above the lowest of the compared OMol25 structures with the same formula, charge and spin, kJ/mol: 22.38
HOMO energy, eV: -8.14
2S+1: 1
Gap between HOMO and LUMO, eV: 8.99

The geometry in XYZ format:
```
62
C18H43N, DFT ωB97M-V/def2-TZVPD
C -2.733 5.774 -0.145
C -1.459 6.571 -0.435
N -0.509 5.911 -1.444
C 0.226 6.929 -2.241
C 1.327 7.751 -1.462
C 0.263 4.786 -0.822
C 0.857 3.940 -1.836
H -3.458 6.311 0.594
H -2.555 4.836 0.431
H -3.313 5.585 -0.875
H -0.864 6.736 0.348
H -1.809 7.570 -0.825
H -0.705 7.454 -2.732
H 0.626 6.304 -3.165
H 2.024 7.340 -0.808
H 0.823 8.518 -0.860
H 1.877 8.146 -2.284
H -0.466 4.373 -0.095
H 1.204 5.092 -0.340
H 0.220 3.502 -2.621
H 1.448 2.845 -1.279
H 1.751 4.265 -2.539
C -2.125 -1.960 5.261
C -1.107 -1.049 4.313
C 0.234 -1.608 4.400
C 1.137 -0.812 3.489
C 1.079 -0.995 2.024
C 1.543 0.218 1.185
H -3.139 -1.579 5.106
H -2.156 -2.071 6.378
H -1.949 -3.007 4.812
H -1.167 -0.102 4.738
H -1.497 -1.106 3.241
H 0.251 -2.616 4.166
H 0.655 -1.497 5.478
H 2.200 -0.889 3.861
H 0.797 0.208 3.593
H 0.024 -1.026 1.883
H 1.590 -1.891 1.646
H 1.560 0.275 0.054
H 2.676 0.632 1.457
H 0.930 1.017 1.479
C -2.192 -6.612 -2.543
C -0.808 -7.202 -2.935
C 0.253 -6.153 -3.225
C 0.546 -5.388 -1.966
C 1.738 -4.381 -2.142
C 2.015 -3.650 -0.684
H -2.241 -6.223 -1.423
H -2.839 -7.596 -2.369
H -2.590 -5.777 -3.143
H -1.190 -7.959 -3.751
H -0.515 -7.892 -2.167
H -0.093 -5.505 -3.926
H 1.069 -6.446 -3.522
H 0.743 -6.199 -1.436
H -0.396 -4.658 -1.378
H 1.414 -3.506 -2.787
H 2.546 -4.939 -2.563
H 2.072 -4.404 0.022
H 1.248 -3.063 -0.441
H 2.911 -3.127 -0.753
```

=====

Below is the molecule C3H5ClO2 at a distorted geometry, with properties calculated with ωB97M-V/def2-TZVPD.

Results
Energy above the lowest of the compared OMol25 structures with the same formula, charge and spin, kJ/mol: 125.16
HOMO energy, eV: -10.81
2S+1: 1
Gap between HOMO and LUMO, eV: 11.25
SMILES: C[C@@](O)(Cl)C=O

The geometry in XYZ format:
```
11
C3H5ClO2, DFT ωB97M-V/def2-TZVPD
C 0.843 0.851 -0.652
C -1.213 -0.629 -0.007
C 0.339 -0.214 0.313
O 1.322 1.858 -0.237
O 0.455 0.140 1.567
Cl 1.329 -1.671 -0.216
H 0.801 0.825 -1.744
H -1.965 0.224 -0.079
H -1.681 -1.279 0.669
H -1.213 -1.061 -1.009
H 0.982 0.956 1.394
```

=====

Below is a 8-piece molecular cluster, H16O8 overall, with properties calculated with ωB97M-V/def2-TZVPD.

Results
Energy above the lowest of the compared OMol25 structures with the same formula, charge and spin, kJ/mol: 224.25
HOMO energy, eV: -10.42
2S+1: 1
Gap between HOMO and LUMO, eV: 10.36
SMILES: O.O.O.O.O.O.O.O

The geometry in XYZ format:
```
24
H16O8, DFT ωB97M-V/def2-TZVPD
O -1.522 -1.100 2.386
H -2.173 -1.806 2.343
H -1.032 -1.252 3.202
O 1.597 -0.427 3.046
H 1.792 0.512 2.974
H 0.940 -0.562 2.349
O 0.458 -0.343 -2.621
H -0.108 -1.117 -2.709
H 0.717 -0.122 -3.522
O -2.888 0.302 -0.344
H -3.415 0.767 -1.001
H -3.394 -0.487 -0.130
O 2.463 -2.277 -1.232
H 3.399 -2.381 -1.424
H 2.125 -1.699 -1.924
O 0.358 0.011 0.479
H 0.472 -0.296 -0.427
H -0.487 -0.360 0.768
O -2.150 2.773 1.233
H -2.886 2.770 1.849
H -2.121 1.871 0.886
O 2.512 2.105 -1.969
H 3.405 1.766 -2.072
H 1.937 1.352 -2.139
```

=====

Below is C4H7OTb as an isolated structure at a distorted geometry, with properties calculated with ωB97M-V/def2-TZVPD.

Results
Energy above the lowest of the compared OMol25 structures with the same formula, charge and spin, kJ/mol: 372.61
HOMO energy (alpha / beta), eV: -19.08 / -17.24
2S+1: 7
Net charge: +2
Gap between HOMO and LUMO (alpha / beta), eV: 9.28 / 7.30

The geometry in XYZ format:
```
13
C4H7OTb, DFT ωB97M-V/def2-TZVPD
C 0.133 -1.520 1.016
C -0.510 -1.009 -0.309
C -0.350 0.700 -0.254
C 1.014 1.261 -0.965
O 0.774 1.225 0.601
H 0.976 -2.218 0.820
H -0.608 -1.967 1.719
H -1.600 -1.213 -0.412
H 0.046 -1.308 -1.222
H -1.362 1.366 -0.386
H 1.954 0.683 -0.787
H 1.112 2.345 -1.183
Tb -1.579 1.654 1.360
```

=====

Below is C28H48Al2F4I3N3O14S2 as an isolated structure at a distorted geometry, with properties calculated with ωB97M-V/def2-TZVPD.

Results
Energy above the lowest of the compared OMol25 structures with the same formula, charge and spin, kJ/mol: 863.69
HOMO energy, eV: -6.10
2S+1: 1
Gap between HOMO and LUMO, eV: 0.98

The geometry in XYZ format:
```
104
C28H48Al2F4I3N3O14S2, DFT ωB97M-V/def2-TZVPD
C 1.270 -1.275 2.454
C 0.044 -0.881 1.386
I 0.017 1.191 0.689
C -0.940 -1.948 0.940
I -0.538 -3.960 1.818
N -2.052 -1.652 -0.037
C -3.359 -1.290 0.624
C -3.547 0.333 0.919
C -5.101 0.690 1.412
C -5.070 1.267 2.963
I -4.940 3.495 2.938
C -3.725 -2.128 1.982
O -3.154 -1.528 3.233
C -4.067 -2.069 4.293
S -3.290 -2.134 5.996
H 1.897 -0.306 2.710
H 1.990 -2.113 2.004
H 0.716 -1.651 3.430
H -2.150 -2.373 -0.785
H -4.215 -1.554 -0.166
H -2.831 0.729 1.763
H -3.420 0.928 -0.108
H -5.828 -0.238 1.276
H -5.545 1.544 0.710
H -4.081 0.930 3.539
H -5.995 0.919 3.610
H -4.906 -2.025 2.125
H -3.529 -3.293 1.912
H -5.077 -1.463 4.365
H -4.373 -3.163 3.933
H -3.825 -3.206 6.758
C 7.692 -2.271 -6.240
N 6.350 -2.456 -5.653
C 5.419 -1.490 -5.818
C 4.127 -1.653 -5.311
C 3.778 -2.824 -4.631
C 4.778 -3.790 -4.461
C 6.057 -3.587 -4.978
C 2.412 -3.061 -4.130
C 1.681 -4.177 -4.555
C 0.409 -4.429 -4.043
N -0.137 -3.602 -3.126
C 0.529 -2.501 -2.709
C 1.803 -2.211 -3.202
C -1.463 -3.903 -2.552
H 8.111 -1.343 -5.842
H 7.572 -2.215 -7.326
H 8.334 -3.115 -5.978
H 5.713 -0.598 -6.366
H 3.396 -0.863 -5.478
H 4.574 -4.714 -3.921
H 6.843 -4.328 -4.860
H 2.092 -4.865 -5.292
H -0.171 -5.294 -4.358
H 0.037 -1.869 -1.974
H 2.319 -1.327 -2.829
H -2.114 -3.045 -2.736
H -1.327 -4.075 -1.481
H -1.880 -4.797 -3.024
C -4.412 6.934 0.985
O -4.827 6.761 -0.151
O -5.101 7.291 1.947
O -3.241 6.779 1.347
C -7.825 7.986 -0.812
C -8.937 7.766 0.192
O -8.510 6.859 1.198
H -7.532 7.038 -1.275
H -8.140 8.679 -1.597
H -6.934 8.390 -0.321
H -9.818 7.342 -0.299
H -9.228 8.708 0.668
H -7.733 7.249 1.633
Al 8.882 -4.106 -4.303
O 3.725 -0.325 -8.814
H 3.633 -1.140 -9.329
H 3.988 -0.632 -7.934
C -2.762 2.540 6.094
C -1.471 2.895 6.811
O -0.810 3.839 6.296
O -1.225 2.197 7.835
H -2.919 3.177 5.218
H -2.728 1.498 5.762
H -3.611 2.669 6.772
F 11.658 -3.388 -6.260
Al 13.382 -3.558 -5.768
F 13.697 -2.533 -4.321
F 14.447 -3.030 -7.121
F 13.726 -5.280 -5.370
O -8.315 0.901 2.670
H -8.435 1.862 2.659
H -8.804 0.595 1.892
C 4.603 1.409 3.997
C 5.534 1.178 5.184
O 5.723 -0.234 5.241
S 5.662 -0.839 3.727
O 7.017 -0.992 3.248
O 4.692 -1.908 3.701
O 5.012 0.470 3.004
H 3.563 1.192 4.263
H 4.673 2.429 3.610
H 5.113 1.548 6.122
H 6.511 1.643 5.015
O -4.390 5.245 5.772
H -4.846 5.527 5.000
```